(1)
C3H2O3 | ωB97M-V with the def2-TZVPD basis set

The geometry in XYZ format:
```
8
C3H2O3 (ωB97M-V with the def2-TZVPD basis set)
O -0.68329 -0.57949 0.70705
C -0.89953 0.69891 0.71386
C 0.49239 1.00321 -1.09984
O 0.80760 2.06206 -1.37063
C 0.47849 -1.13727 0.05632
O 1.52404 -1.21886 0.60737
H -1.87056 0.81722 1.24168
H 0.15085 -1.64579 -0.85580
```

DFT total energy = -9281.5470 eV
Total charge = 0
E_HOMO = -9.06 eV
Energy relative to the best compared isomer or geometry (same formula, charge and spin) = 3.979 eV
LUMO = -0.14 eV
HOMO-LUMO gap = 8.9 eV

How positive or negative is each atom? The Löwdin charges in e answer that: O -0.08; C 0.06; C -0.02; O 0.09; C -0.36; O 0.12; H 0.05; H 0.14


(2)
C3H2O3 | ωB97M-V with the def2-TZVPD basis set

The geometry in XYZ format:
```
8
C3H2O3 (ωB97M-V with the def2-TZVPD basis set)
O 0.92702 1.62123 -0.89851
C 0.33746 0.59949 -1.17345
C -0.56757 -0.07510 -0.12681
O -1.56491 -0.62770 -0.46220
C 0.03065 -0.42920 1.27674
O 0.93136 0.20000 1.82008
H 0.36826 0.02136 -2.10302
H -0.46228 -1.31008 1.66717
```

DFT total energy = -9283.7005 eV
Total charge = 0
E_HOMO = -9.86 eV
Energy relative to the best compared isomer or geometry (same formula, charge and spin) = 1.826 eV
Structure (SMILES) = O=CC(=O)C=O
LUMO = -1.38 eV
HOMO-LUMO gap = 8.5 eV

How positive or negative is each atom? The Löwdin charges in e answer that: O 0.10; C -0.15; C -0.30; O 0.13; C -0.12; O 0.08; H 0.13; H 0.12


(3)
C3H2O3 | ωB97M-V with the def2-TZVPD basis set

The geometry in XYZ format:
```
8
C3H2O3 (ωB97M-V with the def2-TZVPD basis set)
O -0.94360 1.77644 0.06738
C -0.54127 0.91232 0.80142
C 0.44915 -0.14251 0.31369
O 1.41069 -0.44052 0.98121
C 0.20404 -0.81118 -1.03870
O -0.87144 -0.78996 -1.57685
H -0.78711 0.86195 1.87961
H 1.07954 -1.36653 -1.42776
```

DFT total energy = -9284.0020 eV
Total charge = 0
E_HOMO = -10.06 eV
Energy relative to the best compared isomer or geometry (same formula, charge and spin) = 1.524 eV
Structure (SMILES) = O=CC(=O)C=O
LUMO = -1.32 eV
HOMO-LUMO gap = 8.7 eV

How positive or negative is each atom? The Löwdin charges in e answer that: O 0.10; C -0.16; C -0.29; O 0.13; C -0.16; O 0.11; H 0.14; H 0.13


(4)
C3H2O3 | ωB97M-V with the def2-TZVPD basis set

The geometry in XYZ format:
```
8
C3H2O3 (ωB97M-V with the def2-TZVPD basis set)
C 1.09831 -0.11323 -0.39877
C -0.15193 0.03184 0.51017
C -1.77818 0.15356 -0.38747
O 2.21103 0.25555 -0.12910
O -1.07810 -0.91350 0.11449
O -0.93022 1.10358 -0.01866
H 0.69270 -0.50587 -1.25119
H -0.06361 -0.01194 1.56053
```

DFT total energy = -9281.7652 eV
Total charge = 0
E_HOMO = -10.19 eV
Energy relative to the best compared isomer or geometry (same formula, charge and spin) = 3.761 eV
LUMO = -0.14 eV
HOMO-LUMO gap = 10.0 eV

How positive or negative is each atom? The Löwdin charges in e answer that: C -0.13; C -0.32; C -0.01; O 0.12; O 0.01; O 0.05; H 0.11; H 0.16


(5)
C3H2O3 | ωB97M-V with the def2-TZVPD basis set

The geometry in XYZ format:
```
8
C3H2O3 (ωB97M-V with the def2-TZVPD basis set)
O 2.20282 -0.55823 -0.16162
C 1.27422 0.20042 -0.11730
C 0.05168 -0.41356 0.19107
O -0.01596 -1.68219 0.05934
C -1.28168 0.21279 0.05718
O -2.29225 -0.55170 -0.24852
H 1.29339 1.34951 -0.05238
H -1.23222 1.44297 0.27223
```

DFT total energy = -9281.8127 eV
Total charge = 0
E_HOMO = -10.76 eV
Energy relative to the best compared isomer or geometry (same formula, charge and spin) = 3.714 eV
Structure (SMILES) = O=CC(=O)C=O
LUMO = -2.56 eV
HOMO-LUMO gap = 8.2 eV

How positive or negative is each atom? The Löwdin charges in e answer that: O 0.14; C -0.22; C -0.31; O 0.14; C -0.11; O 0.04; H 0.15; H 0.17


(6)
C3H2O3S | ωB97M-V with the def2-TZVPD basis set

The geometry in XYZ format:
```
9
C3H2O3S (ωB97M-V with the def2-TZVPD basis set)
O 0.88658 -2.17564 0.71803
C 0.35305 -1.12861 0.58371
O 0.09996 -0.33772 1.62459
O -0.40978 0.91228 1.20159
C -0.38238 0.97051 -0.20615
C 0.18864 -0.32275 -0.74349
S 0.54341 -0.79389 -2.22348
H 0.08801 1.82456 -0.48275
H -1.36749 1.05126 -0.47206
```

DFT total energy = -20117.0054 eV
Total charge = 0
E_HOMO = -9.71 eV
Energy relative to the best compared isomer or geometry (same formula, charge and spin) = 4.489 eV
Structure (SMILES) = O=C1OOCC1=S
LUMO = -1.60 eV
HOMO-LUMO gap = 8.1 eV

How positive or negative is each atom? The Löwdin charges in e answer that: O 0.15; C -0.50; O 0.10; O -0.03; C -0.17; C -0.63; S 0.85; H 0.11; H 0.11


(7)
C3H2O3Tl | ωB97M-V with the def2-TZVPD basis set

The geometry in XYZ format:
```
9
C3H2O3Tl (ωB97M-V with the def2-TZVPD basis set)
H 0.19128 2.48041 -0.89018
C 0.27193 0.62119 -1.14558
O 0.37765 1.80748 -1.63640
O 1.13381 -0.21279 -1.11284
C -0.88995 -1.14169 1.59635
C -0.76248 -0.24634 0.79717
O -0.74549 0.67231 -0.13052
H -1.10193 -1.96011 2.26640
Tl 1.52519 -2.02046 0.25559
```

DFT total energy = -13969.9633 eV
Total charge = +1
E_HOMO = -14.86 eV
Energy relative to the best compared isomer or geometry (same formula, charge and spin) = 0.409 eV
LUMO = -4.68 eV
HOMO-LUMO gap = 10.2 eV

How positive or negative is each atom? The Löwdin charges in e answer that: H 0.22; C -0.49; O 0.22; O -0.08; C 0.09; C -0.25; O 0.10; H 0.08; Tl 1.11


(8)
C3H2O4Pb | ωB97M-V with the def2-TZVPD basis set

The geometry in XYZ format:
```
10
C3H2O4Pb (ωB97M-V with the def2-TZVPD basis set)
O 2.33810 -1.75696 -2.10139
C 1.60673 -1.16903 -1.42295
Pb 0.14077 0.19588 -0.17949
C -1.98797 0.26107 -1.18963
C 0.99237 2.31834 0.22208
O -2.98840 0.35841 -1.76466
O 1.42473 3.38842 0.32903
O -0.24444 -1.10978 2.35266
H -1.07992 -0.69542 2.08995
H -0.20195 -1.79093 1.66439
```

DFT total energy = -16558.3118 eV
Total charge = +2
E_HOMO = -19.67 eV
Energy relative to the best compared isomer or geometry (same formula, charge and spin) = 0.000 eV
LUMO = -11.45 eV
HOMO-LUMO gap = 8.2 eV

How positive or negative is each atom? The Löwdin charges in e answer that: O 0.23; C -0.04; Pb 1.46; C -0.05; C -0.04; O 0.22; O 0.23; O -0.06; H 0.02; H 0.03


(9)
C3H2O6S | ωB97M-V with the def2-TZVPD basis set

The geometry in XYZ format:
```
12
C3H2O6S (ωB97M-V with the def2-TZVPD basis set)
O -1.56238 -2.59923 -0.05890
C -0.60716 -2.35590 0.65349
O 0.00968 -3.08763 1.42429
O -0.14161 -1.01469 0.58971
S -0.22499 -0.08732 -0.76241
O -0.09855 -0.90229 -1.93936
O -1.40187 0.75916 -0.74056
C 1.20491 0.76037 -0.42692
C 0.72446 1.97231 0.39422
O 0.97114 2.06985 -0.94893
H -0.38037 1.95320 0.73264
H 1.50673 2.53217 1.08274
```

DFT total energy = -26260.2465 eV
Total charge = -2
E_HOMO = 0.09 eV
Energy relative to the best compared isomer or geometry (same formula, charge and spin) = 1.575 eV
Structure (SMILES) = O=C([O-])O[S@@](=O)([O-])=C1CO1
LUMO = 6.57 eV
HOMO-LUMO gap = 6.5 eV

How positive or negative is each atom? The Löwdin charges in e answer that: O -0.03; C -0.86; O -0.06; O -0.19; S 0.58; O -0.34; O -0.36; C -0.38; C -0.33; O -0.22; H 0.10; H 0.09


Q: HOMO-LUMO gap of number 8 (C3H2O4Pb)?
A: 8.2 eV